(1)
268
Properties=species:S:1:pos:R:3:mulliken_charge:R:1 method="wB97M-V/def2-TZVPD" energy_ha=-13980.4662 gap_ev=9.6 homo_energy_ha=-0.355 mol_weight_g_mol=2470.75
C -4.829 1.119 0.728 0.3624
C -5.497 1.766 1.857 -0.8607
N -6.431 2.861 1.603 0.8967
C -7.670 2.418 0.902 -0.8587
C -6.786 3.527 2.879 -0.1156
C -6.790 2.616 4.084 -1.4093
C -5.973 3.936 0.629 -0.9757
C -4.661 4.561 0.906 0.9101
O -4.624 5.192 2.132 -0.4870
C -3.349 5.685 2.566 -0.7622
H -4.162 0.424 1.262 0.3122
H -4.084 1.818 0.278 -0.3970
H -5.417 0.612 -0.015 -0.4809
H -4.700 2.156 2.494 0.4448
H -6.082 1.023 2.410 0.3093
H -8.334 3.230 0.708 0.4121
H -8.213 1.576 1.392 0.3020
H -7.390 2.139 -0.138 0.2578
H -7.726 3.998 2.724 0.3077
H -6.028 4.267 3.002 0.3955
H -7.110 3.237 4.946 0.4228
H -5.808 2.230 4.377 0.3357
H -7.448 1.777 3.961 0.4220
H -6.770 4.692 0.696 0.4544
H -5.977 3.488 -0.399 0.3022
H -4.404 5.273 0.068 0.4712
H -3.881 3.786 0.931 -0.8201
H -3.599 6.192 3.541 0.2680
H -2.899 6.461 1.950 0.2942
H -2.662 4.839 2.691 0.2884
C 2.578 1.765 -1.129 -0.3096
C 1.835 1.172 0.113 1.2498
N 0.497 0.573 -0.135 1.5093
C -0.142 0.501 1.211 -1.1409
C -0.244 1.393 -1.202 0.3372
C -0.464 2.719 -0.739 0.0462
C 0.749 -0.864 -0.597 0.3886
C -0.474 -1.549 -1.162 0.8860
O -1.374 -1.682 -0.088 -0.7015
C -2.671 -1.978 -0.574 0.3290
H 3.603 2.063 -0.886 0.2840
H 2.082 2.703 -1.369 -0.5836
H 2.520 1.117 -2.048 -0.3133
H 1.526 2.020 0.781 -0.6644
H 2.406 0.424 0.619 0.0681
H -1.183 0.389 1.025 0.4911
H 0.070 1.316 1.885 0.4962
H 0.144 -0.431 1.696 0.2158
H -1.203 0.860 -1.278 0.1339
H 0.318 1.315 -2.069 0.2926
H -1.081 3.293 -1.406 0.6967
H 0.503 3.286 -0.638 -1.0740
H -0.888 2.512 0.288 -0.1970
H 1.168 -1.446 0.244 0.4344
H 1.434 -0.890 -1.423 -0.6446
H -0.142 -2.561 -1.471 0.0865
H -0.967 -1.002 -1.940 -0.7905
H -2.656 -2.984 -0.983 0.0082
H -2.962 -1.330 -1.371 -0.2695
H -3.469 -1.793 0.172 0.4976
C -2.734 -10.227 0.951 -1.3051
C -3.791 -9.160 1.279 -0.2946
N -3.463 -7.596 1.117 0.3739
C -3.013 -7.279 -0.261 -1.2170
C -4.794 -6.903 1.441 -0.6220
C -4.876 -5.414 1.234 -1.4155
C -2.317 -7.166 2.032 -0.2025
C -2.763 -7.048 3.444 -0.9498
O -2.988 -8.347 3.917 -0.2942
C -3.283 -8.609 5.218 -0.8544
H -2.846 -10.456 -0.101 0.3862
H -2.803 -11.194 1.530 0.3252
H -1.766 -9.811 1.104 0.3012
H -4.100 -9.118 2.340 0.4494
H -4.756 -9.314 0.721 0.4743
H -2.606 -6.289 -0.330 0.3573
H -3.883 -7.410 -0.909 0.3485
H -2.255 -7.986 -0.535 0.4835
H -5.051 -7.240 2.452 0.5862
H -5.445 -7.354 0.686 0.4703
H -4.014 -4.959 1.774 0.1683
H -5.718 -4.997 1.697 0.6644
H -4.887 -5.132 0.203 0.3004
H -2.007 -6.199 1.591 0.2414
H -1.469 -7.871 1.845 0.5409
H -3.637 -6.424 3.701 0.3330
H -1.872 -6.664 4.033 0.4714
H -4.309 -8.342 5.397 0.3489
H -2.668 -8.127 6.002 0.3056
H -3.201 -9.687 5.316 0.2595
C -2.356 -3.273 -4.622 -1.0904
C -2.386 -2.042 -5.566 -0.4617
N -3.298 -0.885 -5.186 1.3412
C -3.010 -0.368 -3.866 -0.4862
C -3.048 0.214 -6.250 -0.4323
C -1.651 0.773 -6.232 -0.7757
C -4.655 -1.369 -5.242 -0.6423
C -5.617 -0.604 -4.458 -0.7578
O -5.500 0.813 -4.687 -0.3503
C -6.347 1.661 -3.878 -0.9579
H -3.381 -3.708 -4.655 0.4258
H -1.980 -3.146 -3.600 -0.2111
H -1.716 -4.009 -5.078 0.6935
H -2.634 -2.383 -6.611 0.2245
H -1.441 -1.525 -5.678 0.3831
H -3.190 0.666 -3.649 -0.9858
H -1.934 -0.633 -3.620 -0.1571
H -3.537 -1.012 -3.159 1.1942
H -3.753 1.064 -6.061 0.3888
H -3.211 -0.302 -7.201 0.4789
H -1.300 1.019 -5.214 -0.2662
H -1.625 1.699 -6.807 0.6453
H -0.842 0.171 -6.744 0.2989
H -4.689 -2.430 -4.897 0.1455
H -4.933 -1.386 -6.283 0.3910
H -5.431 -0.829 -3.444 0.1634
H -6.589 -0.985 -4.756 0.8017
H -7.340 1.300 -4.100 0.4385
H -6.269 2.677 -4.256 0.2927
H -6.095 1.656 -2.820 0.2595
C 0.598 0.697 7.610 -1.0946
C 0.955 2.030 7.100 -0.0459
N 2.453 2.228 7.065 0.1215
C 3.236 2.951 7.898 -0.6213
C 4.507 2.769 7.530 -0.2823
N 4.435 1.843 6.527 0.2039
C 3.211 1.560 6.230 -0.3248
C 5.588 1.185 5.839 -0.4389
H -0.477 0.581 7.353 0.1927
H 0.718 0.635 8.674 0.4665
H 1.103 -0.196 7.288 0.2990
H 0.545 2.759 7.742 0.3064
H 0.668 2.300 6.070 0.0425
H 2.776 3.476 8.702 0.4985
H 5.518 3.133 7.902 0.3783
H 2.961 0.835 5.414 0.7013
H 5.612 1.433 4.796 0.1401
H 5.494 0.088 5.877 0.2686
H 6.373 1.701 6.340 0.2441
C 1.864 8.415 -2.062 -1.2049
C 1.073 7.070 -2.052 -0.1313
N 1.712 5.950 -2.746 0.5238
C 1.516 5.486 -4.059 -0.5881
C 2.434 4.495 -4.322 -0.6294
N 3.353 4.508 -3.205 0.4256
C 2.853 5.370 -2.320 -0.3878
C 4.492 3.685 -2.862 -0.6600
H 1.779 8.939 -3.029 0.3330
H 2.912 8.253 -1.726 0.3156
H 1.420 9.024 -1.273 0.4104
H 0.070 7.148 -2.536 0.2990
H 0.855 6.710 -1.049 0.0722
H 0.717 5.896 -4.605 0.6264
H 2.470 3.718 -5.065 0.5263
H 3.286 5.478 -1.316 0.3097
H 5.299 3.772 -3.542 0.6902
H 4.149 2.675 -2.940 0.0564
H 4.871 3.803 -1.849 0.0233
C 10.539 3.245 2.423 -1.4395
C 9.704 1.977 2.529 -0.2532
N 8.201 2.229 2.485 0.6125
C 7.508 3.057 3.356 -1.1074
C 6.196 2.923 3.102 -1.4179
N 6.112 1.946 2.157 1.3288
C 7.336 1.598 1.765 -1.3456
C 4.830 1.482 1.649 1.7032
H 11.441 3.118 1.837 0.4135
H 10.763 3.703 3.371 0.3362
H 9.949 3.898 1.840 0.4115
H 9.856 1.385 3.392 0.4297
H 9.988 1.478 1.676 0.2044
H 8.048 3.774 3.954 0.5654
H 5.398 3.531 3.344 1.1638
H 7.540 0.876 1.017 1.4298
H 4.180 2.324 1.490 -0.7285
H 4.413 0.881 2.460 -0.6944
H 5.105 0.888 0.800 -0.4848
C 3.169 -4.354 -5.793 -1.0241
C 3.640 -4.836 -4.401 -0.1413
N 4.157 -3.667 -3.635 0.4239
C 5.205 -2.840 -3.964 -1.2026
C 5.389 -1.995 -2.937 0.0264
N 4.501 -2.436 -1.927 0.6094
C 3.810 -3.431 -2.390 -0.2180
C 4.219 -1.616 -0.740 -0.0136
H 2.312 -3.721 -5.639 0.0104
H 2.799 -5.279 -6.250 0.4354
H 3.935 -3.844 -6.327 0.4687
H 4.494 -5.516 -4.496 0.3727
H 2.828 -5.361 -3.773 -0.0026
H 5.960 -3.219 -4.604 0.5265
H 6.199 -1.411 -2.661 0.0777
H 3.074 -4.003 -1.842 0.5462
H 3.606 -0.771 -0.944 -0.3599
H 5.187 -1.300 -0.359 -0.0609
H 3.654 -2.281 -0.065 0.2454
N 0.669 -6.336 -1.992 -0.5554
S 1.295 -5.994 -0.645 0.9955
O 0.661 -6.504 0.549 -0.5253
O 1.674 -4.571 -0.696 -0.7315
F 2.641 -6.858 -0.731 -0.3084
S -0.385 -5.566 -2.820 1.4559
O 0.107 -4.435 -3.544 -0.6308
O -1.688 -5.400 -2.235 -0.4621
F -0.662 -6.659 -3.918 -0.3797
N -3.480 5.160 -4.613 -0.6128
S -3.120 3.704 -4.802 0.9174
O -3.633 3.274 -6.041 -0.7234
O -3.106 2.761 -3.722 -0.2950
F -1.535 3.858 -5.050 -0.2857
S -3.465 5.685 -3.070 1.0071
O -4.573 5.312 -2.274 -0.5274
O -3.019 7.030 -2.980 -0.6694
F -2.226 4.961 -2.375 -0.1169
N 8.725 0.377 -2.279 -0.5280
S 8.821 -0.958 -1.496 1.0258
O 9.519 -2.005 -2.169 -0.5835
O 7.531 -1.365 -0.861 -0.4583
F 9.690 -0.349 -0.053 -0.3891
S 7.767 1.612 -1.787 1.2775
O 7.139 2.185 -2.925 -0.5338
O 8.457 2.492 -0.865 -0.5322
F 6.564 0.878 -0.930 -0.1711
N 3.378 4.360 1.749 -0.1635
S 1.857 4.644 1.953 0.9125
O 1.228 3.485 2.592 -0.4890
O 1.010 5.081 0.885 -0.6614
F 1.856 5.844 2.962 -0.2961
S 4.312 5.545 1.234 0.7786
O 3.837 6.865 0.966 -0.5870
O 5.127 4.918 0.253 -0.4915
F 5.129 5.816 2.498 -0.2671
N -6.966 -2.131 0.699 -0.2152
S -8.058 -1.619 1.786 1.0649
O -8.632 -2.732 2.418 -0.5974
O -8.925 -0.588 1.330 -0.6169
F -7.064 -0.954 2.794 -0.1615
S -6.745 -1.751 -0.770 1.3014
O -5.429 -2.198 -1.013 -0.6856
O -7.436 -0.668 -1.480 -0.6133
F -7.394 -3.073 -1.518 -0.4736
N 4.670 -2.194 2.558 -0.3560
S 6.141 -2.245 3.315 1.0151
O 6.647 -0.938 3.543 -0.4931
O 6.912 -3.131 2.525 -0.6602
F 6.016 -2.863 4.749 -0.2553
S 3.549 -1.547 3.364 0.8527
O 2.530 -1.311 2.459 -0.5537
O 4.023 -0.471 4.182 -0.4963
F 3.030 -2.553 4.318 -0.1894
N -1.983 1.881 5.697 -0.2551
S -3.456 2.076 6.168 0.9656
O -4.313 0.885 6.263 -0.6461
O -4.087 3.316 5.638 -0.6050
F -3.144 2.393 7.631 -0.2244
S -1.579 0.830 4.529 0.8881
O -0.158 0.812 4.516 -0.4998
O -2.435 0.923 3.353 -0.3302
F -2.022 -0.530 5.095 -0.2959
N 2.342 -0.800 -5.706 -0.5764
S 1.471 -0.853 -4.350 0.6074
O 0.657 0.229 -3.895 -0.2221
O 2.043 -1.704 -3.320 0.0302
F 0.421 -1.928 -4.943 -0.4899
S 3.132 0.582 -6.170 1.0290
O 2.272 1.697 -6.406 -0.6054
O 3.928 0.256 -7.370 -0.6903
F 4.149 0.910 -5.009 -0.0450



(2)
126
Properties=species:S:1:pos:R:3:lowdin_spin:R:1 method="wB97M-V/def2-TZVPD" s_squared=0.75 energy_ha=-2505.8013 charge=-1 spin_multiplicity=2 gap_ev="1.7 / 9.2" homo_energy_ha="0.016 / -0.260" mol_weight_g_mol=708.92
C -0.095 -4.571 0.245 0.0055
O -0.804 -4.703 1.443 0.0112
C -1.380 -3.451 1.906 0.0252
C -1.605 -3.514 3.438 0.0104
O -0.636 -2.720 4.148 0.0010
C -0.712 -2.862 5.593 0.0008
H 0.360 -5.549 0.087 0.0008
H 0.642 -3.768 0.227 0.0004
H -0.752 -4.523 -0.623 0.0026
H -2.331 -3.243 1.417 0.0286
H -0.744 -2.592 1.694 0.0013
H -1.521 -4.537 3.804 0.0002
H -2.589 -3.210 3.795 0.0077
H -0.367 -1.986 6.141 0.0001
H -0.251 -3.795 5.918 0.0001
H -1.778 -2.941 5.802 0.0004
C 4.513 3.379 2.996 0.0001
O 3.609 3.246 4.049 0.0000
C 2.599 4.240 4.150 0.0001
C 2.085 4.423 5.646 0.0001
O 0.807 5.043 5.587 0.0007
C 0.264 5.445 6.849 0.0002
H 5.400 2.810 3.271 0.0000
H 4.889 4.385 2.807 0.0001
H 4.092 3.111 2.027 0.0000
H 1.795 4.023 3.446 0.0001
H 2.961 5.202 3.789 0.0001
H 2.818 4.996 6.213 0.0000
H 2.043 3.478 6.188 0.0000
H -0.060 4.526 7.337 0.0000
H -0.693 5.958 6.756 0.0001
H 0.948 6.038 7.457 0.0000
C -2.269 0.734 -4.225 0.0500
O -1.341 0.520 -5.231 0.0096
C -1.676 -0.518 -6.139 0.0105
C -0.598 -1.126 -7.067 0.0024
O 0.005 -0.189 -8.010 0.0006
C 0.847 -0.709 -8.988 0.0005
H -1.929 1.418 -3.447 0.0091
H -2.511 -0.218 -3.751 0.0270
H -3.107 1.119 -4.805 0.0140
H -2.590 -0.378 -6.717 0.0033
H -1.827 -1.435 -5.569 0.0030
H -1.165 -1.788 -7.722 0.0010
H 0.065 -1.648 -6.378 0.0001
H 1.126 0.021 -9.748 0.0000
H 0.341 -1.561 -9.443 0.0001
H 1.727 -1.151 -8.521 0.0001
C -1.027 -0.309 -0.982 0.0238
O -0.570 0.735 -0.118 0.0152
C 0.480 0.317 0.784 0.0023
C 1.418 1.482 1.228 0.0010
O 2.523 1.752 0.362 0.0006
C 2.168 2.004 -1.029 0.0017
H -2.086 -0.198 -1.215 0.0212
H -0.823 -1.352 -0.741 0.0051
H -0.539 -0.062 -1.925 0.0012
H 1.106 -0.477 0.376 0.0005
H 0.040 -0.040 1.715 0.0007
H 1.850 1.284 2.209 0.0001
H 0.765 2.341 1.382 0.0009
H 2.193 1.032 -1.522 0.0003
H 2.928 2.492 -1.639 0.0007
H 1.210 2.515 -1.116 0.0015
C -3.801 3.471 6.543 0.0010
O -3.564 2.093 6.651 0.0013
C -2.203 1.805 6.443 0.0005
C -1.509 2.153 5.077 0.0008
O -2.299 1.639 4.000 0.0086
C -2.319 0.199 3.830 0.0136
H -4.794 3.698 6.929 0.0001
H -3.681 3.778 5.505 0.0003
H -3.237 4.114 7.220 0.0000
H -2.147 0.761 6.751 0.0001
H -1.665 2.245 7.283 0.0001
H -0.459 1.864 5.025 0.0001
H -1.519 3.220 4.854 0.0004
H -1.314 -0.222 3.820 0.0004
H -2.773 -0.146 2.901 0.0152
H -2.828 -0.300 4.655 0.0018
C -3.811 -7.062 -3.410 0.0242
O -2.712 -6.136 -3.655 0.0198
C -1.463 -6.345 -2.956 0.0076
C -0.377 -5.262 -3.265 0.0031
O -0.957 -3.960 -3.196 0.0208
C -0.042 -2.986 -3.642 0.0034
H -4.213 -6.972 -2.401 0.0092
H -3.366 -8.053 -3.503 0.0010
H -4.640 -6.907 -4.102 0.0023
H -1.022 -7.297 -3.253 0.0009
H -1.737 -6.443 -1.906 0.0018
H -0.023 -5.447 -4.279 0.0006
H 0.474 -5.242 -2.585 0.0003
H 0.809 -3.348 -4.219 0.0002
H 0.364 -2.418 -2.806 0.0006
H -0.535 -2.136 -4.114 0.0009
O -4.337 -0.523 0.190 0.2650
H -4.693 -0.049 -0.561 0.0798
H -4.518 -1.444 0.000 0.1027
O 1.393 0.488 -4.273 0.0017
H 0.590 0.691 -4.752 0.0002
H 2.099 0.763 -4.858 0.0006
O 1.259 3.859 -4.315 0.0053
H 0.851 3.363 -3.605 0.0020
H 1.284 4.760 -3.994 0.0006
O -3.001 1.983 0.513 0.0500
H -3.537 1.190 0.534 0.0201
H -2.266 1.761 -0.058 0.0071
C 1.793 5.522 -0.598 0.0060
O 1.724 6.405 -1.645 0.0035
H 2.425 4.643 -0.723 0.0002
H 1.952 6.125 0.296 0.0005
H 0.803 5.080 -0.488 0.0028
H 0.890 6.869 -1.539 0.0017
C 3.775 -1.674 0.270 0.0004
O 2.766 -2.171 -0.529 0.0005
H 4.699 -2.206 0.043 0.0001
H 3.914 -0.603 0.418 0.0000
H 3.625 -2.106 1.259 0.0002
H 3.026 -1.940 -1.424 0.0001
C 4.788 -0.684 -3.322 0.0009
O 3.573 -1.259 -3.505 0.0003
H 4.817 -0.545 -2.242 0.0001
H 5.659 -1.224 -3.692 0.0001
H 4.865 0.228 -3.914 0.0004
H 2.901 -0.606 -3.297 0.0003



(3)
14
Properties=species:S:1:pos:R:3:mulliken_charge:R:1 method="wB97M-V/def2-TZVPD" energy_ha=-2492.4121 charge=-1 gap_ev=8.2 homo_energy_ha=-0.148 mol_weight_g_mol=143.01
C -0.979 0.605 -1.409 -0.9624
C -1.289 -0.267 -0.195 -0.4671
O -0.600 0.021 0.979 -0.6200
As 1.282 -0.229 0.973 -0.2021
F 1.301 0.766 2.549 -0.5819
H 0.064 0.572 -1.706 0.3023
H -1.564 0.220 -2.251 0.3534
H -1.297 1.633 -1.248 0.2413
H -1.197 -1.327 -0.480 0.3172
H -2.355 -0.108 0.024 0.3112
H 1.443 1.102 0.197 0.0521
H 2.853 -0.398 1.025 0.0930
H 1.090 -1.482 1.873 0.0634
H 1.246 -1.107 -0.330 0.0996



(4)
44
Properties=species:S:1:pos:R:3:mulliken_charge:R:1 method="wB97M-V/def2-TZVPD" energy_ha=-2718.8533 relative_energy_kj_mol=13.48 smiles="O=C(c1ccc(Cl)cc1)N1CCC(O)(CSc2ccc(Cl)cc2Cl)CC1" gap_ev=8.7 homo_energy_ha=-0.307 mol_weight_g_mol=430.78
O 0.252 2.868 -2.891 -0.6419
C 0.251 2.575 -1.709 0.2663
C 1.445 2.830 -0.842 0.3377
C 2.674 2.293 -1.205 -0.4216
C 3.807 2.565 -0.461 -0.7926
C 3.710 3.401 0.642 0.3793
Cl 5.121 3.751 1.573 -0.2095
C 2.496 3.965 1.002 -0.8602
C 1.366 3.675 0.260 0.3455
N -0.824 2.011 -1.105 0.0026
C -0.829 1.431 0.221 -1.1253
C -1.587 0.094 0.224 -0.8510
C -1.453 -0.617 -1.135 1.6093
O -0.083 -0.806 -1.463 -0.6410
C -2.059 -2.038 -1.130 -1.4580
S -2.643 -2.703 0.458 -0.0931
C -1.187 -3.273 1.273 0.4267
C 0.109 -3.025 0.839 0.0040
C 1.192 -3.520 1.543 -1.1188
C 0.985 -4.264 2.693 0.4243
Cl 2.334 -4.883 3.573 -0.2201
C -0.299 -4.514 3.154 -0.7798
C -1.373 -4.017 2.442 0.2824
Cl -2.978 -4.306 2.997 -0.2336
C -2.142 0.256 -2.208 -1.0983
C -2.023 1.751 -1.870 -1.0942
H 2.742 1.660 -2.078 0.4648
H 4.759 2.142 -0.736 0.4190
H 2.439 4.625 1.853 0.4213
H 0.420 4.122 0.530 0.4550
H 0.203 1.274 0.543 0.5903
H -1.306 2.118 0.931 0.2098
H -2.648 0.245 0.424 0.3920
H -1.177 -0.530 1.017 0.4655
H 0.289 0.032 -1.760 0.3608
H -2.954 -2.077 -1.750 0.5107
H -1.329 -2.735 -1.539 0.4143
H 0.289 -2.436 -0.046 0.3091
H 2.194 -3.323 1.197 0.4204
H -0.463 -5.089 4.051 0.4340
H -3.197 -0.001 -2.288 0.4741
H -1.668 0.045 -3.168 0.3177
H -1.975 2.349 -2.782 0.5012
H -2.881 2.077 -1.275 0.4007